# C28H59O7S4

4 unconnected molecules or ions with the total composition C28H59O7S4 (ωB97M-V/def2-TZVPD, OMol25).

Values from the calculation:
HOMO-LUMO gap ... 10.1 eV
E ... -87658.55469 eV
LUMO energy ... -1.665 eV
Maximum force ... 1.4 eV Å⁻¹
Charge ... +1

Last columns: bonded neighbours and bond lengths (Å).
CARTESIAN COORDINATES (ANGSTROEM)
1 S 2.718 -3.499 1.000  O10 1.439, O11 1.447, C16 1.800, C37 1.792
2 S 0.577 2.216 -2.304  C20 1.804, C21 1.798, C39 1.796
3 S 4.806 -1.722 -3.570  O5 1.449, O7 1.442, C26 1.796, C32 1.788
4 S -4.710 0.830 3.912  O6 1.440, O8 1.443, C25 1.801, C33 1.789
5 O 4.334 -0.568 -2.832  S3 1.449
6 O -5.590 1.867 3.440  S4 1.440
7 O 4.110 -2.179 -4.747  S3 1.442
8 O -4.418 -0.329 3.104  S4 1.443
9 O 0.346 -0.889 1.674  C15 1.416, C29 1.400
10 O 1.642 -2.842 1.694  S1 1.439
11 O 3.697 -2.730 0.261  S1 1.447
12 C 7.265 -2.087 -2.743  C24 1.534, C32 1.526, H65 1.089, H78 1.092
13 C 1.129 -0.151 -3.616  C20 1.526, C22 1.544, H54 1.090, H85 1.090
14 C -1.044 4.342 -1.464  C30 1.544, C39 1.546, H69 1.090, H93 1.090
15 C -1.057 -1.040 1.570  O9 1.416, H43 1.093, H63 1.101, H73 1.088
16 C 3.583 -4.621 2.111  S1 1.800, C17 1.534, H82 1.087, H86 1.089
17 C 3.261 -6.040 1.622  C16 1.534, C27 1.534, H44 1.091, H95 1.089
18 C -4.704 4.002 -1.798  C31 1.528, C38 1.548, H42 1.096, H76 1.090
19 C -3.118 1.405 5.979  C25 1.534, C35 1.534, H45 1.091, H55 1.089
20 C 0.379 0.427 -2.420  S2 1.804, C13 1.526, H48 1.091, H70 1.092
21 C 1.824 2.570 -1.058  S2 1.798, C36 1.534, H49 1.093, H58 1.090
22 C 1.117 -1.689 -3.486  C13 1.544, H40 1.096, H46 1.086, H92 1.085
23 C -4.802 1.701 0.181  C34 1.550, H50 1.093, H68 1.087, H94 1.091
24 C 6.530 -3.392 -2.412  C12 1.534, C26 1.534, H71 1.092, H97 1.089
25 C -3.156 1.561 4.454  S4 1.801, C19 1.534, H60 1.087, H72 1.088
26 C 5.027 -3.088 -2.425  S3 1.796, C24 1.534, H77 1.088, H81 1.090
27 C 2.995 -5.955 0.113  C17 1.534, C37 1.525, H56 1.089, H98 1.093
28 C 0.608 1.390 0.852  C29 1.543, C36 1.530, H62 1.095, H64 1.092
29 C 0.739 0.406 2.033  O9 1.400, C28 1.543, H80 1.092, H84 1.098
30 C -2.334 4.925 -2.083  C14 1.544, C31 1.544, H57 1.092, H87 1.093
31 C -3.544 4.749 -1.140  C18 1.528, C30 1.544, H53 1.092, H96 1.094
32 C 6.539 -1.493 -3.946  S3 1.788, C12 1.526, H75 1.088, H83 1.090
33 C -5.241 0.286 5.531  S4 1.789, C35 1.526, H51 1.090, H61 1.087
34 C -6.072 2.274 -0.500  C23 1.550, C38 1.534, H74 1.094, H79 1.090
35 C -3.949 0.165 6.333  C19 1.534, C33 1.526, H89 1.092, H90 1.089
36 C 1.926 1.562 0.094  C21 1.534, C28 1.530, H41 1.093, H52 1.093
37 C 2.058 -4.767 -0.079  S1 1.792, C27 1.525, H47 1.090, H88 1.088
38 C -5.872 3.763 -0.810  C18 1.548, C34 1.534, H66 1.094, H67 1.093
39 C -1.020 2.823 -1.750  S2 1.796, C14 1.546, H59 1.092, H91 1.089
40 H 0.404 -1.973 -2.703  C22 1.096
41 H 2.285 0.609 -0.302  C36 1.093
42 H -4.363 3.013 -2.123  C18 1.096
43 H -1.610 -0.279 2.126  C15 1.093
44 H 2.369 -6.411 2.129  C17 1.091
45 H -3.560 2.285 6.450  C19 1.091
46 H 0.789 -2.185 -4.394  C22 1.086
47 H 1.050 -4.996 0.265  C37 1.090
48 H 0.728 -0.063 -1.510  C20 1.091
49 H 1.599 3.556 -0.643  C21 1.093
50 H -4.081 1.438 -0.597  C23 1.093
51 H -5.892 1.058 5.940  C33 1.090
52 H 2.675 1.919 0.804  C36 1.093
53 H -3.266 4.292 -0.188  C31 1.092
54 H 0.627 0.126 -4.544  C13 1.090
55 H -2.094 1.321 6.339  C19 1.089
56 H 2.556 -6.874 -0.274  C27 1.089
57 H -2.170 5.984 -2.291  C30 1.092
58 H 2.799 2.653 -1.538  C21 1.090
59 H -1.694 2.591 -2.577  C39 1.092
60 H -3.132 2.604 4.146  C25 1.087
61 H -5.785 -0.651 5.436  C33 1.087
62 H 0.222 2.369 1.154  C28 1.095
63 H -1.356 -0.932 0.516  C15 1.101
64 H -0.118 0.944 0.170  C28 1.092
65 H 8.318 -2.258 -2.960  C12 1.089
66 H -6.781 4.137 -1.289  C38 1.094
67 H -5.734 4.327 0.116  C38 1.093
68 H -5.069 0.824 0.764  C23 1.087
69 H -1.169 4.457 -0.387  C14 1.090
70 H -0.687 0.204 -2.506  C20 1.092
71 H 6.763 -4.143 -3.170  C24 1.092
72 H -2.347 1.013 3.973  C25 1.088
73 H -1.350 -2.046 1.865  C15 1.088
74 H -6.264 1.773 -1.454  C34 1.094
75 H 6.740 -0.436 -4.101  C32 1.088
76 H -5.052 4.560 -2.668  C18 1.090
77 H 4.437 -3.933 -2.773  C26 1.088
78 H 7.202 -1.402 -1.894  C12 1.092
79 H -6.940 2.127 0.142  C34 1.090
80 H 1.787 0.391 2.338  C29 1.092
81 H 4.671 -2.763 -1.447  C26 1.090
82 H 3.234 -4.445 3.125  C16 1.087
83 H 6.752 -2.053 -4.856  C32 1.090
84 H 0.121 0.799 2.852  C29 1.098
85 H 2.161 0.199 -3.618  C13 1.090
86 H 4.647 -4.403 2.042  C16 1.089
87 H -2.534 4.475 -3.059  C30 1.093
88 H 2.030 -4.395 -1.101  C37 1.088
89 H -3.411 -0.739 6.038  C35 1.092
90 H -4.149 0.104 7.401  C35 1.089
91 H -1.391 2.261 -0.894  C39 1.089
92 H 2.090 -2.025 -3.145  C22 1.085
93 H -0.151 4.866 -1.802  C14 1.090
94 H -4.411 2.487 0.827  C23 1.091
95 H 4.075 -6.725 1.849  C17 1.089
96 H -3.917 5.751 -0.910  C31 1.094
97 H 6.838 -3.795 -1.448  C24 1.089
98 H 3.933 -5.780 -0.418  C27 1.093

=====

# C28H60Br4N4O13

9 unconnected molecules or ions with the total composition C28H60Br4N4O13 (ωB97M-V/def2-TZVPD, OMol25).

Values from the calculation:
Spin multiplicity ... 2
HOMO-LUMO gap (alpha / beta) ... 6.9 / 2.3 eV
E ... -342745.42438 eV
LUMO energy (alpha / beta) ... -3.743 / -8.394 eV
Maximum force ... 4.8 eV Å⁻¹
Energy above the lowest of the compared OMol25 structures with the same formula, charge and spin ... 0.895 eV
Charge ... +1

Last columns: bonded neighbours and bond lengths (Å).
CARTESIAN COORDINATES (ANGSTROEM)
1 Br -1.649 -0.682 -1.947  C24 2.017
2 Br 7.130 2.639 -2.155  C35 1.956
3 Br 1.749 2.105 -0.306  C37 1.981
4 Br 4.108 -0.872 -0.793  C48 2.010
5 O 0.208 -3.541 -1.721  C42 1.222
6 O 0.989 1.534 -4.953  C28 1.343, C41 1.413
7 O 1.305 -0.638 -4.615  C28 1.351, C40 1.473
8 O -5.881 -3.227 -0.685  C49 1.265
9 O -4.040 -2.251 0.295  C47 1.406, C49 1.339
10 O -0.328 0.582 2.428  C26 1.248
11 O 2.423 -4.089 -2.111  C34 1.383, C42 1.367
12 O -4.942 3.226 2.574  C45 1.251
13 O 2.803 0.752 -3.733  C28 1.225
14 O -3.125 3.561 -0.373  C39 1.197
15 O -3.867 -4.334 -0.333  C22 1.391, C49 1.339
16 O 6.507 -0.541 3.088  C23 1.264
17 O 1.286 -5.256 -0.662  C33 1.391, C42 1.343
18 N 5.163 1.311 3.106  C23 1.376, C29 1.540, C43 1.446
19 N -4.692 4.726 -1.426  C27 1.424, C39 1.343, C46 1.399
20 N 0.140 -1.039 3.963  C25 1.440, C26 1.344, C38 1.453
21 N -3.102 2.915 3.976  C30 1.490, C36 1.435, C45 1.348
22 C -2.501 -4.157 -0.148  O15 1.391, H74 1.090, H89 1.090, H103 1.090
23 C 5.531 0.090 2.590  O16 1.264, N18 1.376, H98 1.101
24 C -0.779 0.893 -1.036  Br1 2.017, C37 1.528, H76 1.090, H99 1.090
25 C 0.296 -2.119 3.025  N20 1.440, H53 1.090, H55 1.090, H65 1.090
26 C -0.036 0.242 3.593  O10 1.248, N20 1.344, H71 1.101
27 C -5.997 5.282 -1.304  N19 1.424, H54 1.090, H79 1.090, H83 1.090
28 C 1.782 0.606 -4.393  O6 1.343, O7 1.351, O13 1.225
29 C 6.012 1.912 4.241  N18 1.540, H96 1.090, H102 1.090, H108 1.090
30 C -2.117 3.299 2.927  N21 1.490, H80 1.090, H92 1.090, H100 1.090
31 C 2.411 -7.188 -1.686  C33 1.477, H91 1.090, H94 1.090, H97 1.090
32 C -3.728 -0.044 1.194  C47 1.505, H56 1.090, H60 1.090, H86 1.090
33 C 2.269 -6.236 -0.567  O17 1.391, C31 1.477, H62 1.090, H81 1.090
34 C 2.593 -3.195 -3.153  O11 1.383, H64 1.090, H68 1.090, H109 1.090
35 C 6.307 0.880 -1.924  Br2 1.956, C48 1.571, H52 1.090, H106 1.090
36 C -2.600 2.497 5.254  N21 1.435, H63 1.090, H82 1.090, H85 1.090
37 C 0.603 0.502 -0.511  Br3 1.981, C24 1.528, H58 1.090, H66 1.090
38 C -0.042 -1.480 5.335  N20 1.453, H57 1.090, H59 1.090, H107 1.090
39 C -4.030 4.343 -0.321  O14 1.197, N19 1.343, H95 1.101
40 C -0.033 -0.759 -5.219  O7 1.473, C44 1.534, H75 1.090, H101 1.090
41 C 0.830 2.786 -4.315  O6 1.413, H67 1.090, H73 1.090, H87 1.090
42 C 1.190 -4.247 -1.543  O5 1.222, O11 1.367, O17 1.343
43 C 4.106 2.111 2.527  N18 1.446, H69 1.090, H70 1.090, H105 1.090
44 C -0.127 -2.239 -5.610  C40 1.534, H50 1.090, H51 1.090, H88 1.090
45 C -4.415 2.945 3.673  O12 1.251, N21 1.348, H90 1.101
46 C -4.337 4.346 -2.724  N19 1.399, H72 1.090, H77 1.090, H93 1.090
47 C -4.566 -0.947 0.330  O9 1.406, C32 1.505, H61 1.090, H84 1.090
48 C 5.027 0.902 -1.013  Br4 2.010, C35 1.571, H78 1.090, H104 1.090
49 C -4.689 -3.279 -0.266  O8 1.265, O9 1.339, O15 1.339
50 H 0.622 -2.389 -6.387  C44 1.090
51 H 0.250 -2.782 -4.744  C44 1.090
52 H 7.080 0.194 -1.579  C35 1.090
53 H 0.452 -1.721 2.022  C25 1.090
54 H -6.870 4.629 -1.294  C27 1.090
55 H 1.114 -2.798 3.265  C25 1.090
56 H -3.887 1.025 1.052  C32 1.090
57 H 0.835 -1.968 5.759  C38 1.090
58 H 0.979 -0.178 -1.276  C37 1.090
59 H -0.798 -2.265 5.371  C38 1.090
60 H -3.823 -0.369 2.230  C32 1.090
61 H -4.717 -0.521 -0.662  C47 1.090
62 H 2.101 -6.661 0.423  C33 1.090
63 H -3.309 2.308 6.060  C36 1.090
64 H 3.594 -2.765 -3.137  C34 1.090
65 H -0.474 -2.890 3.054  C25 1.090
66 H 0.538 -0.007 0.450  C37 1.090
67 H 0.079 2.731 -3.528  C41 1.090
68 H 1.967 -2.313 -3.017  C34 1.090
69 H 4.555 3.043 2.181  C43 1.090
70 H 3.343 2.249 3.293  C43 1.090
71 H -0.077 0.961 4.425  C26 1.101
72 H -3.725 5.103 -3.214  C46 1.090
73 H 1.783 2.972 -3.820  C41 1.090
74 H -2.156 -3.234 -0.615  C22 1.090
75 H -0.360 -0.067 -5.996  C40 1.090
76 H -1.437 1.166 -0.212  C24 1.090
77 H -3.799 3.399 -2.772  C46 1.090
78 H 5.282 1.411 -0.084  C48 1.090
79 H -6.053 5.896 -0.405  C27 1.090
80 H -2.632 3.727 2.066  C30 1.090
81 H 3.248 -5.793 -0.383  C33 1.090
82 H -1.731 1.840 5.230  C36 1.090
83 H -6.135 5.968 -2.140  C27 1.090
84 H -5.473 -1.031 0.928  C47 1.090
85 H -2.053 3.390 5.557  C36 1.090
86 H -2.699 -0.223 0.883  C32 1.090
87 H 0.461 3.419 -5.123  C41 1.090
88 H -1.028 -2.679 -6.036  C44 1.090
89 H -2.273 -4.193 0.918  C22 1.090
90 H -5.066 2.565 4.476  C45 1.101
91 H 3.144 -7.943 -1.402  C31 1.090
92 H -1.317 3.920 3.331  C30 1.090
93 H -5.153 4.022 -3.370  C46 1.090
94 H 1.472 -7.600 -2.057  C31 1.090
95 H -4.589 4.813 0.502  C39 1.101
96 H 5.426 2.539 4.914  C29 1.090
97 H 2.954 -6.744 -2.520  C31 1.090
98 H 4.894 -0.195 1.738  C23 1.101
99 H -0.744 1.727 -1.736  C24 1.090
100 H -1.597 2.530 2.356  C30 1.090
101 H -0.829 -0.575 -4.497  C40 1.090
102 H 6.909 2.362 3.816  C29 1.090
103 H -1.974 -4.971 -0.645  C22 1.090
104 H 4.286 1.461 -1.585  C48 1.090
105 H 3.570 1.593 1.733  C43 1.090
106 H 6.148 0.458 -2.916  C35 1.090
107 H -0.400 -0.616 5.896  C38 1.090
108 H 6.418 1.069 4.800  C29 1.090
109 H 2.528 -3.627 -4.152  C34 1.090